# 1
# CH5S3

A 2-piece molecular cluster, CH5S3 overall in a non-equilibrium geometry (ωB97M-V/def2-TZVPD, OMol25).

Positions of all 9 atoms, in Å:
S1 3.40 -0.07 0.91
H1 3.57 0.90 1.78
C1 -2.02 -0.52 -0.68
S2 -0.36 -0.61 0.00
S3 0.38 1.29 0.26
H2 -1.99 0.18 -1.53
H3 -2.33 -1.45 -1.19
H4 -2.77 -0.20 0.05
H5 2.11 0.48 0.40

Results
HOMO energy	-2.70	eV
ΔE to the lowest compared entry with this formula, charge and spin	6.9	kcal/mol
multiplicity	1
HOMO-LUMO gap	6.273	eV
F_max	1.441	eV/Å
net charge	-1

***

# 2
# C17H29N3O12S3

A 3-piece molecular cluster, C17H29N3O12S3 overall in a non-equilibrium geometry (ωB97M-V/def2-TZVPD, OMol25).

Positions of all 64 atoms, in Å:
N1 4.91 0.76 3.23
C1 6.22 0.57 2.52
C2 6.12 -0.10 1.02
O1 7.45 -0.57 0.53
C3 4.97 -1.25 0.85
C4 4.83 -2.30 2.10
C5 6.16 -2.91 2.83
O2 7.45 -2.54 2.84
O3 5.77 -4.13 3.60
C6 4.91 -4.89 2.64
C7 3.99 -3.71 1.89
C8 3.84 -4.34 0.38
C9 2.83 -3.51 -0.61
C10 1.30 -3.33 -0.06
C11 1.10 -2.09 1.00
S1 -0.02 -0.71 0.40
C12 -1.65 -0.91 1.32
N2 -1.71 -1.65 2.66
N3 -3.02 -1.70 3.11
C13 -3.81 -0.96 2.04
O4 -2.99 -0.45 0.91
H1 4.08 0.73 2.60
H2 4.88 -0.02 3.95
H3 6.68 1.66 2.36
H4 7.03 0.01 3.20
H5 5.82 0.78 0.28
H6 7.42 -0.35 -0.46
H7 5.28 -1.91 -0.10
H8 3.97 -0.70 0.55
H9 4.08 -1.71 2.82
H10 5.72 -5.22 1.85
H11 4.21 -5.73 3.08
H12 3.00 -3.79 2.52
H13 4.91 -4.46 -0.06
H14 3.41 -5.44 0.52
H15 2.75 -4.16 -1.61
H16 3.21 -2.46 -0.95
H17 0.59 -3.27 -1.01
H18 0.99 -4.34 0.49
H19 2.13 -1.61 1.29
H20 0.67 -2.57 2.00
H21 -4.97 -0.84 2.17
O5 -2.53 2.92 -4.65
S2 -3.77 2.87 -3.91
O6 -5.05 3.17 -4.50
O7 -3.60 3.77 -2.56
C14 -3.83 2.96 -1.41
C15 -3.43 1.55 -1.82
O8 -3.86 1.41 -3.17
H22 -4.89 3.01 -1.16
H23 -3.24 3.32 -0.56
H24 -3.88 0.78 -1.19
H25 -2.34 1.43 -1.81
O9 -9.94 6.11 -1.11
S3 -9.76 6.12 -2.54
O10 -10.67 6.80 -3.44
O11 -9.60 4.57 -3.04
C16 -8.35 4.42 -3.71
C17 -7.42 5.46 -3.08
O12 -8.24 6.61 -2.86
H26 -8.50 4.62 -4.77
H27 -7.97 3.40 -3.58
H28 -6.58 5.71 -3.73
H29 -7.05 5.12 -2.11

Results
HOMO energy	-9.23	eV
multiplicity	1
HOMO-LUMO gap	8.540	eV
F_max	9.025	eV/Å
net charge	0
SMILES string	NC[C@@H](O)C[C@@H]1C(=O)OC[C@@H]1CCCCSc1nnco1.O=S1(=O)OCCO1.O=S1(=O)OCCO1